(1)
{"formula": "C3H2N2O3", "method": "ωB97M-V/def2-TZVPD", "e_lumo_ev": [-2.038, -2.494], "de_lowest_kj_mol": 480.6, "charge": 0, "elements": ["C", "C", "C", "N", "N", "O", "O", "O", "H", "H"], "positions_angstrom": [[-1.743079, 1.506472, -0.045219], [-1.346223, -0.983808, -0.067346], [2.272941, -0.044066, 0.155010], [-1.915131, 0.309701, -0.071520], [1.167627, 0.473921, -0.070271], [-1.837222, 2.686663, -0.167649], [-2.085097, -1.928017, -0.032872], [-0.073492, -1.074332, -0.246258], [2.277790, -1.230180, 0.258156], [3.281886, 0.283646, 0.287965]], "forces_ev_per_a": [[-0.9, 1.4, -1.2], [-1.6, 1.1, -0.5], [-1.4, -4.2, 0.1], [0.5, 0.8, 0.6], [-0.3, -0.3, 0.0], [0.7, -2.4, 0.7], [0.5, -0.4, 0.2], [2.6, 0.5, 0.3], [-0.3, 2.1, -0.3], [0.2, 1.4, -0.1]]}

(2)
{"formula": "C3H2N2O3", "method": "ωB97M-V/def2-TZVPD", "e_lumo_ev": 0.382, "de_lowest_kj_mol": 533.5, "charge": 0, "elements": ["C", "C", "C", "H", "H", "N", "N", "O", "O", "O"], "positions_angstrom": [[1.893461, 0.238028, -0.515005], [-0.315912, 0.163183, -0.064139], [-1.021364, -0.974275, 0.074379], [2.581923, 0.520848, -1.414096], [-0.617801, -2.218854, 0.182737], [-2.093523, -0.468416, 0.936607], [-2.208903, 0.820079, 0.892432], [2.207321, 0.179570, 0.617403], [0.582054, 0.528406, -1.051946], [-1.007257, 1.211431, 0.341627]], "forces_ev_per_a": [[0.8, 3.4, -3.3], [-1.0, 1.1, -3.2], [0.1, -2.7, 4.4], [-0.8, -1.2, 1.4], [-1.6, 4.4, -0.7], [-1.4, -0.2, -1.7], [2.4, -4.0, 0.7], [-0.6, -0.9, 0.1], [1.9, -1.9, 2.9], [0.2, 1.9, -0.7]]}

(3)
{"formula": "C3H2N2O3", "method": "ωB97M-V/def2-TZVPD", "e_lumo_ev": -0.767, "de_lowest_kj_mol": 342.6, "charge": 0, "elements": ["C", "C", "C", "H", "H", "N", "N", "O", "O", "O"], "positions_angstrom": [[-0.717774, -0.569379, -0.346093], [0.341847, 0.980803, -1.491731], [0.278219, -0.263272, 0.830904], [-1.391540, -1.357883, 1.026162], [0.501995, 1.581669, -2.463673], [-0.683116, 0.074820, -1.415303], [1.191019, 1.406064, -0.625887], [-1.761837, -1.302746, 0.145048], [1.068923, 0.766788, 0.685360], [0.432973, -0.898903, 1.890513]], "forces_ev_per_a": [[-0.8, 0.1, 3.6], [1.4, 2.0, -1.8], [1.2, -1.9, 1.9], [-0.6, -1.2, 1.5], [-0.5, -1.3, 1.4], [-0.2, 0.0, -1.0], [-0.8, -0.7, 0.7], [1.9, 1.0, -1.8], [0.4, 1.2, -1.8], [-1.9, 0.7, -2.8]]}